Record 1
A cluster of 2 separate species, C18H22N2O6 in total in a non-equilibrium geometry. Source: the OMol25 dataset; level of theory: the ωB97M-V functional and the def2-TZVPD basis.

Last column: Löwdin charge in e.
Geometry (Å):
1 O 0.37625 4.20878 -5.28450  0.078
2 O 0.25394 6.22649 -4.45478  0.073
3 O -3.57307 -2.13479 3.78180  0.123
4 O 2.31471 -2.86873 -2.31115  0.078
5 O 0.94336 0.39265 2.09763  0.112
6 O -2.46250 -3.30855 5.43286  0.143
7 N -0.04714 -3.13151 3.94529  0.105
8 N 0.66023 5.18729 -1.67365  0.154
9 C 0.24139 2.41510 1.10202  0.028
10 C -1.44999 -3.63691 1.94079  -0.085
11 C -1.30753 -2.73293 3.24096  -0.207
12 C 0.59414 1.14618 -1.34624  -0.035
13 C 0.73673 -4.27001 0.76824  -0.026
14 C 0.89342 0.41204 -0.22074  -0.058
15 C 0.76507 4.27761 -2.81439  -0.225
16 C 0.47543 4.85169 -4.25341  -0.380
17 C 0.20713 2.47416 -1.28226  -0.248
18 C 1.58457 -2.94218 -1.13128  -0.272
19 C -2.59334 -2.72300 4.16430  -0.385
20 C -0.25346 3.19467 -2.52035  -0.136
21 C 0.70871 1.08299 0.96623  -0.285
22 C -0.37974 -3.43345 0.87269  -0.217
23 C 1.60221 -4.08271 -0.32671  -0.016
24 C -0.52515 -2.41120 -0.11071  -0.021
25 C 0.47455 -2.08936 -1.01420  -0.067
26 C -0.08985 3.08094 -0.06570  -0.036
27 H 2.40844 -4.75695 -0.48874  0.100
28 H 0.92143 -5.00891 1.52308  0.104
29 H 0.85407 -0.43367 1.90866  -0.014
30 H 1.49614 -0.45508 -0.26238  0.098
31 H -0.24772 2.57150 -3.40077  0.104
32 H 1.38132 5.48575 -1.37497  -0.029
33 H -0.28287 -3.77570 4.56263  -0.004
34 H -1.30609 -4.67516 2.26543  0.120
35 H -1.33614 3.56565 -2.36894  0.163
36 H 0.07126 5.83120 -1.82178  0.019
37 H 0.12313 2.82771 2.05714  0.098
38 H -0.14427 6.22161 -5.30574  0.083
39 H -1.51660 -1.84906 -0.05982  0.150
40 H 0.29533 -2.37713 4.45850  0.067
41 H 0.91525 0.73028 -2.36151  0.148
42 H -1.27027 -1.73996 2.89005  0.121
43 H 2.89530 -3.55004 -2.36375  0.039
44 H -2.37175 -3.56915 1.55281  0.072
45 H 1.75422 3.73250 -2.90585  0.183
46 H -1.75228 -3.80580 5.42371  -0.011
47 H -0.55455 4.05244 -0.07805  0.105
48 H 0.44763 -1.22098 -1.66145  0.087

The SMILES is N[C@@H](Cc1ccc(O)cc1)C(=O)O.N[C@@H](Cc1ccc(O)cc1)C(=O)O. The value obtained for the energy relative to the best compared isomer or geometry (same formula, charge and spin) is 588.3 kJ/mol. For the LUMO energy, the calculation gives 0.4 eV. The total charge is 0. The multiplicity is 1. The HOMO energy comes out at -8.31 eV.



Record 2
A cluster of 2 separate species, C3H9N2 in total in a non-equilibrium geometry. Source: the OMol25 dataset; level of theory: the ωB97M-V functional and the def2-TZVPD basis.

Last column: Löwdin charge in e.
Geometry (Å):
1 N -1.71612 0.92306 0.97253  0.099
2 N 0.01765 -0.44868 -0.12230  -0.102
3 C 0.96398 -1.43833 0.42271  -0.007
4 C -2.42150 1.74596 0.58416  0.090
5 C 0.81872 0.54176 -0.80259  -0.011
6 H 1.74714 -0.94649 1.05493  0.130
7 H -0.68319 -0.17571 0.63302  0.067
8 H -3.00706 2.45373 0.03829  0.093
9 H 1.38329 -1.88082 -0.40247  0.078
10 H 0.42297 -2.18730 0.94397  0.099
11 H 1.75264 0.64777 -0.11448  0.146
12 H -0.60303 -0.90226 -0.74532  0.155
13 H 1.01700 0.23813 -1.79312  0.105
14 H 0.30751 1.42917 -0.66935  0.060

The value obtained for the energy relative to the best compared isomer or geometry (same formula, charge and spin) is 199.3 kJ/mol. For the LUMO energy, the calculation gives -3.0 eV. The total charge is +1. The multiplicity is 1. The HOMO energy comes out at -17.34 eV.



Record 3
A cluster of 2 separate species, C3H2N2O4 in total in a non-equilibrium geometry. Source: the OMol25 dataset; level of theory: the ωB97M-V functional and the def2-TZVPD basis.

Last column: Löwdin charge in e.
Geometry (Å):
1 O 1.21485 -0.46474 -1.34875  0.039
2 O 4.00655 -0.26754 0.66113  0.094
3 O -4.16915 -0.83065 0.18324  0.223
4 O -0.36850 0.48288 1.02456  0.021
5 N 3.09672 -0.67198 0.01777  0.015
6 N -2.25077 0.45297 -0.17891  0.193
7 C 1.90667 -0.34038 -0.37548  -0.377
8 C -0.89809 0.68668 -0.05611  -0.282
9 C -3.25175 -0.15157 0.14732  -0.268
10 H -0.51363 1.37858 -0.79385  0.136
11 H 1.22709 -0.27424 0.71907  0.205

The SMILES is O=C=NC=O.O=CN=O. The value obtained for the energy relative to the best compared isomer or geometry (same formula, charge and spin) is 344.5 kJ/mol. For the LUMO energy (alpha / beta), the calculation gives -1.5 / -1.5 eV. The total charge is 0. The multiplicity is 1. The HOMO energy (alpha / beta) comes out at -9.51 / -9.50 eV.



Record 4
A cluster of 10 separate species, C58H131F3O29 in total in a non-equilibrium geometry. Source: the OMol25 dataset; level of theory: the ωB97M-V functional and the def2-TZVPD basis.

Last column: Löwdin charge in e.
Geometry (Å):
1 F 5.34426 -6.74802 2.28405  0.171
2 F 3.91248 -5.29817 3.10730  0.144
3 F 4.03214 -5.63201 0.97925  0.204
4 O 3.74418 -3.76946 -2.80574  -0.182
5 O -6.07924 -4.12960 2.02115  -0.185
6 O -5.11338 6.52935 1.94777  -0.209
7 O -0.00314 -7.69606 -2.43954  -0.171
8 O 8.20532 0.54744 1.01883  -0.185
9 O -1.90726 3.67545 1.00564  -0.207
10 O -3.47241 5.58349 -0.60381  -0.143
11 O 2.08784 7.66050 0.61389  -0.193
12 O 5.62770 2.91614 0.57870  -0.128
13 O -2.82442 -2.77803 -5.32477  -0.196
14 O 1.99897 0.02307 -2.17111  -0.140
15 O -4.59444 -5.48528 4.98125  -0.146
16 O 5.15435 -3.30957 1.87328  0.036
17 O -3.31892 -0.96614 0.00033  -0.218
18 O 4.29017 3.80635 -2.74945  -0.193
19 O -0.89688 0.24145 3.18571  -0.203
20 O -1.22744 1.29716 5.97489  -0.132
21 O -1.36492 5.44225 -4.74352  -0.191
22 O 1.90650 -5.89365 -4.05131  -0.116
23 O -7.13775 -6.62807 6.65733  -0.190
24 O 0.64600 0.52025 -5.47812  -0.194
25 O -2.48069 -0.86138 -2.83057  -0.143
26 O 0.01321 -4.36012 0.32846  -0.180
27 O 2.45593 5.36519 -1.17608  -0.142
28 O 6.93707 -4.66816 1.85200  0.161
29 O -2.94778 -0.96243 6.35026  -0.198
30 O 0.92112 -1.47422 0.21943  -0.163
31 O -0.68443 2.65187 -4.31290  -0.167
32 O 3.62951 1.28341 2.34726  -0.180
33 C -2.07025 1.50911 4.86325  -0.219
34 C 0.10837 -0.96003 -0.82605  -0.159
35 C -5.49923 6.40871 0.56982  -0.211
36 C 0.72690 -6.57667 -4.41350  -0.155
37 C 1.04561 1.82261 -5.76343  -0.198
38 C 2.21669 5.11094 -2.52255  -0.194
39 C 6.25006 1.64494 0.64319  -0.219
40 C -0.31247 -6.61242 -3.27352  -0.203
41 C 6.29179 -2.03041 0.04614  -0.048
42 C -4.04195 -0.62293 -1.19290  -0.175
43 C -1.96276 0.96096 7.13057  -0.202
44 C -4.72581 5.22813 -0.00225  -0.186
45 C -8.26795 -5.89436 7.09334  -0.132
46 C 1.62116 1.33176 -1.84832  -0.113
47 C 9.59838 0.55930 0.82898  -0.099
48 C -0.25724 2.62861 -5.68159  -0.152
49 C -0.55680 3.51176 0.55804  -0.097
50 C 1.73959 -2.66777 -0.12787  -0.119
51 C -0.01041 -0.61868 3.96972  -0.053
52 C 1.86148 -4.51256 -4.20057  -0.227
53 C -1.03351 6.71408 -4.37009  -0.134
54 C 3.43598 4.80052 -3.28785  -0.230
55 C -1.78327 -1.88422 -4.86644  -0.163
56 C -5.04586 -4.40976 2.93765  -0.209
57 C -2.16264 -0.48883 7.43939  -0.201
58 C 2.52958 0.45181 1.86992  -0.085
59 C -6.13795 7.33021 2.62805  -0.085
60 C -5.89052 -6.06756 7.05961  -0.185
61 C 0.90527 -0.82071 -2.18087  -0.208
62 C -3.19912 0.16890 0.85991  -0.094
63 C 1.74408 -0.35730 -5.72035  -0.097
64 C -1.97047 3.32132 -4.18126  -0.162
65 C -3.46838 -2.26311 6.54998  -0.097
66 C 5.57223 3.85167 -3.38744  -0.083
67 C 3.25031 -3.93470 -4.09631  -0.227
68 C 5.75518 -4.45924 1.93775  -0.445
69 C 3.19995 6.76155 0.57427  -0.163
70 C 3.40153 2.58977 1.75223  -0.180
71 C -1.15920 1.51430 3.70083  -0.238
72 C 3.44502 6.31486 -0.87039  -0.185
73 C -2.48484 6.02184 0.41756  -0.153
74 C 5.97108 -2.12317 1.54055  -0.140
75 C -0.63896 -7.63682 -1.22134  -0.119
76 C -1.88165 4.73139 -3.63939  -0.192
77 C -4.84227 -6.44686 5.98279  -0.182
78 C -5.69005 -3.46034 0.87735  -0.109
79 C 4.18495 2.81192 0.45563  -0.155
80 C 4.74645 -5.57149 2.06230  -0.568
81 C -3.20231 0.13906 -2.19914  -0.220
82 C 7.66300 1.84443 0.90997  -0.214
83 C -5.54293 -5.40487 3.93095  -0.185
84 C 1.04821 7.16519 1.43966  -0.115
85 C -2.43804 -4.13784 -5.52470  -0.099
86 C -2.12771 5.02699 1.50698  -0.180
87 C 0.86801 -3.74785 -0.64578  -0.211
88 C -1.19603 -3.69891 0.61208  -0.104
89 C -2.29968 -0.63320 -4.19876  -0.190
90 C 4.96618 -4.50926 -2.53976  -0.047
91 H 1.50108 4.31116 -2.46155  0.114
92 H 2.39842 2.85634 1.48375  0.088
93 H -1.98326 -4.58876 -4.62416  0.072
94 H 10.11585 0.75209 1.76313  0.088
95 H -2.63684 -0.60991 8.37737  0.112
96 H -1.82090 -4.51114 1.02590  0.083
97 H 3.11851 4.42631 -4.27994  0.133
98 H -2.56280 2.67228 -3.56416  0.099
99 H -4.16592 0.61703 1.10438  0.085
100 H 0.47904 -1.20289 3.17637  0.080
101 H -1.61931 6.26044 -0.18826  0.106
102 H -5.02370 -4.13263 0.33656  0.093
103 H 3.69830 3.34440 2.50504  0.134
104 H 1.26705 -1.77480 -2.47442  0.089
105 H -4.29769 -1.58527 -1.71498  0.149
106 H 8.09813 2.40290 0.11013  0.119
107 H -0.44416 -8.51095 -0.57471  0.101
108 H -1.04642 2.07543 -6.18810  0.127
109 H -2.98012 4.88988 2.14983  0.103
110 H 2.67252 -0.51761 2.35924  0.087
111 H -3.26356 -0.32327 -4.66616  0.143
112 H 2.75392 0.25229 0.81304  0.080
113 H -9.21733 -6.42301 6.77296  0.100
114 H 6.14367 3.02991 -2.89762  0.096
115 H -4.13507 -4.79488 2.45396  0.130
116 H 1.73983 6.00666 -2.92485  0.125
117 H 1.53385 1.58881 -0.74866  0.085
118 H -3.93064 -6.50734 6.52801  0.104
119 H 4.02150 7.30942 0.97464  0.117
120 H -6.58074 6.18192 0.51673  0.123
121 H -1.75266 -4.18589 -6.39143  0.092
122 H -2.76039 -2.98380 6.87794  0.077
123 H 6.11251 1.11464 -0.34133  0.144
124 H 3.13814 -2.96103 -4.56949  0.108
125 H -1.23244 -2.52198 -4.16174  0.117
126 H 5.33777 -1.90900 -0.53750  0.096
127 H -5.62074 -6.39580 3.39463  0.150
128 H -5.12264 -2.58375 1.17476  0.079
129 H -3.88281 0.73237 -2.81696  0.123
130 H 0.23028 -3.38631 -1.47072  0.103
131 H 0.62645 6.30092 0.94450  0.044
132 H 1.51183 0.76049 1.99771  0.070
133 H -3.30522 -4.73569 -5.74553  0.079
134 H -6.51184 -5.12847 4.29715  0.120
135 H -2.81992 -0.27262 1.80593  0.092
136 H 3.98709 5.69154 -3.52547  0.112
137 H -4.80972 -3.48900 3.42327  0.112
138 H -1.26191 -1.04559 7.50143  0.117
139 H 5.82773 -3.92532 -2.78204  0.073
140 H -5.02769 -7.44186 5.48842  0.146
141 H 0.13349 -0.56030 -2.90060  0.107
142 H 0.78587 -0.08351 4.43905  0.077
143 H -1.92610 7.21193 -3.94183  0.099
144 H -2.56213 0.97271 0.44578  0.072
145 H 3.95320 2.01255 -0.33030  0.138
146 H 2.45033 1.92037 -2.25222  0.080
147 H 7.00639 -1.20126 -0.03990  0.063
148 H 2.04343 -0.36039 -6.78167  0.093
149 H -0.25067 -5.69191 -2.73874  0.100
150 H -2.75639 6.93004 0.89785  0.107
151 H -6.58121 -3.22521 0.33862  0.086
152 H 7.84181 2.37924 1.83504  0.139
153 H -5.38844 4.84803 -0.83921  0.140
154 H 0.17461 3.66203 1.38470  0.082
155 H -4.37467 -2.25483 7.21846  0.103
156 H 2.25033 -2.97235 0.76766  0.128
157 H -2.96494 1.46805 7.03446  0.139
158 H -5.49292 -6.37290 8.05169  0.132
159 H 1.57966 -4.46690 -1.14234  0.141
160 H -4.63765 4.42861 0.74455  0.124
161 H 3.89076 -4.57418 -4.73268  0.137
162 H -2.54793 0.89240 -1.69049  0.130
163 H 2.37370 -2.34537 -0.93519  0.099
164 H 4.49206 5.98984 -0.94090  0.128
165 H -1.16156 -1.59199 -5.73610  0.125
166 H -0.45658 2.45379 0.23939  0.075
167 H -1.28978 -6.77620 -3.69744  0.117
168 H 6.09303 4.82442 -3.10808  0.111
169 H 1.73811 2.14883 -5.00656  0.119
170 H -1.63933 0.24277 -4.33941  0.109
171 H -1.71046 -7.67462 -1.43295  0.086
172 H -1.67009 -3.42808 -0.35352  0.088
173 H -0.18583 2.07930 3.98329  0.163
174 H 1.36024 -1.36864 -5.53466  0.073
175 H -0.31482 4.26313 -0.24702  0.091
176 H -2.90402 0.75432 4.79528  0.144
177 H 2.65004 -0.20380 -5.13530  0.092
178 H -2.55147 2.52920 4.88001  0.138
179 H -2.91952 5.04332 -3.30350  0.145
180 H -7.13027 6.79637 2.58597  0.096
181 H 5.31298 -1.30429 1.85692  0.116
182 H 1.45136 1.86778 -6.73088  0.109
183 H -1.11405 4.80995 -2.80542  0.133
184 H 6.91092 -2.14895 2.09416  0.125
185 H -0.49389 -1.19226 4.73010  0.070
186 H -0.78167 -1.55779 -1.05907  0.089
187 H -3.89162 -2.65101 5.62788  0.068
188 H -0.24468 0.03619 -0.45424  0.123
189 H 1.54454 6.88924 2.43386  0.116
190 H 2.95132 5.90212 1.20274  0.112
191 H 9.95631 -0.36372 0.49283  0.067
192 H 4.92404 -4.66428 -1.43474  0.090
193 H 0.16782 7.86415 1.50326  0.102
194 H -5.31037 7.28117 0.01830  0.111
195 H -0.43699 -6.70013 -0.71526  0.074
196 H 0.70039 1.68373 -2.32626  0.086
197 H -8.38150 -5.67409 8.16376  0.080
198 H -8.33931 -4.89058 6.57295  0.094
199 H -0.61729 7.24373 -5.21440  0.094
200 H -1.19182 -2.84909 1.33985  0.102
201 H -5.90074 7.49855 3.67454  0.074
202 H -6.20749 8.34856 2.15203  0.098
203 H 1.22094 -3.99433 -3.50646  0.096
204 H 6.76623 -2.93945 -0.29113  0.065
205 H -0.36142 6.71012 -3.51532  0.065
206 H -5.93185 -5.00944 7.02201  0.102
207 H 5.53174 3.64695 -4.42923  0.070
208 H -2.44854 3.42779 -5.14998  0.126
209 H -1.67463 1.97402 2.87112  0.099
210 H -1.30495 5.44855 2.16305  0.140
211 H -1.41875 1.43846 8.02529  0.149
212 H -0.17378 3.68502 -5.94637  0.122
213 H 9.90927 1.32755 0.11111  0.092
214 H 5.68204 1.05003 1.35553  0.113
215 H 3.86747 3.75185 0.10178  0.078
216 H 1.56496 -4.24187 -5.25626  0.140
217 H 0.90720 -7.63517 -4.63032  0.133
218 H 4.96392 -5.42555 -3.09762  0.081
219 H -4.89931 -0.07362 -0.79419  0.116
220 H 0.39166 -6.09748 -5.33404  0.113
221 H 3.40174 7.09241 -1.61601  0.125

The SMILES is CCOC(=O)C(F)(F)F.COCCOCCOC.COCCOCCOC.COCCOCCOC.COCCOCCOC.COCCOCCOC.COCCOCCOC.COCCOCCOC.COCCOCCOC.COCCOCCOC. The value obtained for the energy relative to the best compared isomer or geometry (same formula, charge and spin) is 0.0 kJ/mol. For the LUMO energy, the calculation gives 0.5 eV. The total charge is 0. The multiplicity is 1. The HOMO energy comes out at -8.73 eV.



Record 5
A structure of composition C4H7NO in a non-equilibrium geometry. Source: the OMol25 dataset; level of theory: the ωB97M-V functional and the def2-TZVPD basis.

Last column: Löwdin charge in e.
Geometry (Å):
1 O -0.75796 0.93617 1.06815  0.001
2 N 1.10978 -0.46995 0.30569  0.036
3 C -0.06239 -0.16496 0.59722  -0.434
4 C -1.20890 -0.84452 -0.03876  -0.060
5 C 2.31370 0.23572 0.58054  -0.127
6 C -1.95169 0.45736 0.35767  -0.109
7 H 2.93603 -0.44500 1.16661  0.076
8 H -1.60431 -1.74800 0.42312  0.113
9 H -0.69020 -1.05514 -0.98094  0.122
10 H 2.83177 0.41611 -0.36977  0.078
11 H -2.24187 1.17500 -0.41413  0.115
12 H 2.17002 1.18074 1.10892  0.076
13 H -2.78088 0.31248 1.06122  0.115

The value obtained for the energy relative to the best compared isomer or geometry (same formula, charge and spin) is 247.3 kJ/mol. For the LUMO energy, the calculation gives 1.0 eV. The total charge is 0. The multiplicity is 1. The HOMO energy comes out at -9.48 eV.